DFT (ωB97M-V/def2-TZVPD) results for a molecular structure, C5H12CrMgO3 at a distorted geometry.

Each line ends with the Mulliken spin population.
Cartesian coordinates (Å):
O1 -2.774 1.166 -0.436  0.0817
Mg1 -3.035 2.547 -1.884  0.0290
C1 -0.483 -2.984 -0.223  0.0065
O2 -0.560 -1.646 0.213  -0.0173
C2 0.323 -1.275 1.326  -0.0324
C3 0.220 0.211 1.490  0.0495
C4 1.189 1.003 0.663  -0.0323
O3 0.527 1.279 -0.616  -0.0016
C5 1.252 2.032 -1.560  0.0188
Cr1 -1.169 0.242 -0.203  3.9411
H1 -1.220 -3.117 -1.022  -0.0023
H2 0.524 -3.205 -0.609  0.0030
H3 -0.708 -3.671 0.608  -0.0001
H4 1.328 -1.647 1.045  -0.0029
H5 -0.022 -1.826 2.214  -0.0154
H6 0.135 0.545 2.527  -0.0104
H7 -3.391 1.177 0.348  0.0039
H8 2.133 0.490 0.398  -0.0066
H9 1.434 1.969 1.129  -0.0117
H10 0.549 2.332 -2.347  -0.0068
H11 1.664 2.948 -1.109  0.0022
H12 2.086 1.430 -1.953  0.0040

<S²>: 6.023
Lowest unoccupied orbital energy (alpha / beta): 0.35 / 0.21 eV
2S+1: 5
Orbital gap (alpha / beta): 0.2053 / 0.1993 Ha